Record 1
{"formula": "C14H26N4O11P2SSb2W", "method": "the ωB97M-V functional and the def2-TZVPD basis", "symbols": ["W", "Sb", "Sb", "S", "P", "P", "O", "O", "O", "O", "O", "O", "O", "O", "O", "O", "O", "N", "N", "N", "N", "C", "C", "C", "C", "C", "C", "C", "C", "C", "C", "C", "C", "C", "C", "H", "H", "H", "H", "H", "H", "H", "H", "H", "H", "H", "H", "H", "H", "H", "H", "H", "H", "H", "H", "H", "H", "H", "H", "H", "H"], "xyz": [[1.57287, 1.45103, 0.98023], [-1.20523, 1.82316, 1.96761], [-0.93069, -1.32909, 0.65008], [1.67314, 2.72004, 3.42922], [3.25453, -1.27801, 0.45040], [4.19005, 1.39444, 0.29821], [2.07081, -0.59150, 1.14683], [1.79515, 3.23894, 1.97065], [2.96938, -2.30359, -0.56552], [3.17712, 2.24504, -0.43189], [5.68650, 1.82696, 0.13417], [4.17219, -1.85675, 1.59973], [3.70025, 1.31516, 1.72027], [2.87600, 2.88000, 4.16629], [4.18053, -0.11542, -0.25328], [0.45304, 3.20480, 4.02029], [1.44721, 1.21967, 3.00902], [1.24849, 0.51761, -0.96614], [0.93250, -0.23071, -3.27317], [1.29764, -1.45830, -5.13949], [2.32960, -2.13362, -3.19348], [-0.57849, -3.04940, -0.57716], [-3.19101, 1.51467, 1.04567], [-3.47452, -0.53033, -0.41952], [-0.40514, -2.26632, 2.50631], [-3.09845, -1.43652, 0.70962], [1.53253, -1.28060, -3.82028], [1.15640, 0.12337, -2.04971], [-3.75181, -1.07014, -1.67544], [-3.41389, 0.86791, -0.28136], [-3.62316, 1.66572, -1.40534], [0.48421, 2.84365, -0.34047], [-1.65467, 0.71303, 3.73256], [-3.88284, 1.11510, -2.64937], [-3.95551, -0.26340, -2.78331], [0.48561, -3.09226, -0.80724], [-2.33873, 1.32787, 4.31832], [-3.43561, -2.45959, 0.54697], [-2.12807, -0.24158, 3.50751], [-4.03947, 1.75940, -3.50453], [-3.44324, -1.09863, 1.68596], [1.44811, -2.35390, -5.56708], [2.56309, -2.06177, -2.19094], [4.17407, -1.27023, 2.37081], [-4.17329, -0.70974, -3.74515], [0.24247, 3.74857, 0.21407], [0.39197, -2.98263, 2.30848], [-1.25839, -2.78927, 2.93776], [-1.15594, -2.97202, -1.49779], [-0.42327, 2.41361, -0.77034], [-3.58460, 2.74379, -1.29460], [-3.80681, -2.14854, -1.77785], [0.61062, -0.85145, -5.55179], [-3.73712, 1.00073, 1.83811], [-0.03201, -1.52046, 3.20419], [-0.73927, 0.56495, 4.29861], [1.16147, 3.08763, -1.15626], [-0.87170, -3.94103, -0.02436], [-3.56327, 2.53959, 1.01022], [5.80404, 2.65759, -0.34306], [2.81463, -2.83728, -3.72229]], "lumo_ev": [-0.37, -1.64], "s_squared": 2.0260, "de_lowest_ev": 2.073, "spin_multiplicity": 3, "homo_energy_ev": [-7.26, -8.33]}

Record 2
{"formula": "C14H27AsN3O7PSV", "method": "the ωB97M-V functional and the def2-TZVPD basis", "symbols": ["As", "V", "S", "P", "O", "O", "O", "O", "O", "O", "O", "N", "N", "N", "C", "C", "C", "C", "C", "C", "C", "C", "C", "C", "C", "C", "C", "C", "H", "H", "H", "H", "H", "H", "H", "H", "H", "H", "H", "H", "H", "H", "H", "H", "H", "H", "H", "H", "H", "H", "H", "H", "H", "H", "H"], "xyz": [[-1.44518, -0.67478, -2.61018], [0.24958, 0.52758, -0.69820], [1.88237, 0.30780, -2.52988], [-0.98286, 3.56346, -0.05029], [2.95673, 0.67971, -3.38831], [0.61425, 1.08515, -2.70443], [-2.08090, 0.29150, -3.76092], [-2.56841, -2.01778, -2.35893], [2.21450, 0.37053, -1.06485], [0.38960, 3.00705, 0.26769], [-1.45406, -0.02194, -1.00368], [0.63086, -0.22355, 3.56398], [0.47249, -1.91614, 1.98572], [0.43218, 0.30725, 1.29065], [0.10675, -1.80038, -2.97456], [1.43989, -1.36704, -2.88047], [2.22815, -3.57417, -3.37680], [2.49424, -2.24392, -3.08192], [1.42178, -1.03659, 4.48258], [-1.09732, 5.32374, 0.23267], [-0.13948, -3.12856, -3.30409], [-0.53654, -2.71704, 2.67926], [-1.49886, 3.36040, -1.75123], [0.51379, -0.57058, 2.24989], [0.92099, -4.00928, -3.49916], [0.65753, -2.31804, 0.59680], [-2.26720, 2.82993, 0.95131], [0.55737, 1.18322, 3.92049], [-0.21343, -3.75704, 2.71129], [1.64253, -2.00206, 4.03905], [-1.86996, 2.35105, -1.94825], [-0.67929, -2.36569, 3.69643], [-0.64496, 3.53513, -2.40645], [0.71500, -5.04363, -3.74633], [2.36704, -0.53322, 4.70350], [3.04826, -4.26659, -3.52102], [-3.25057, 3.20140, 0.65579], [0.40287, 1.26235, 4.99532], [-1.49453, -2.66658, 2.15200], [-2.11300, 5.68490, 0.06010], [-0.28468, 1.66079, 3.42293], [0.88593, -1.18799, 5.42040], [-2.08675, 3.07541, 1.99929], [-0.24806, -2.17148, 0.00567], [1.47257, 1.72696, 3.66194], [-3.42012, -1.67187, -2.66037], [3.51160, -1.87671, -3.02252], [1.47927, -1.76502, 0.14985], [-2.24048, 1.74825, 0.81746], [-0.79895, 5.54238, 1.25910], [-2.29316, 4.07421, -1.98142], [0.91019, -3.37777, 0.57517], [-0.41131, 5.83001, -0.44721], [-1.15782, -3.46955, -3.38615], [0.65961, 1.24481, 1.61126]], "lumo_ev": [0.38, 0.38], "s_squared": 0.9436, "de_lowest_ev": 1.810, "spin_multiplicity": 2, "homo_energy_ev": [-6.47, -5.87]}

Record 3
{"formula": "C14H27B3FNO8", "method": "the ωB97M-V functional and the def2-TZVPD basis", "symbols": ["F", "O", "O", "O", "O", "O", "O", "O", "O", "N", "C", "C", "C", "C", "C", "C", "C", "C", "C", "C", "C", "C", "C", "C", "B", "B", "B", "H", "H", "H", "H", "H", "H", "H", "H", "H", "H", "H", "H", "H", "H", "H", "H", "H", "H", "H", "H", "H", "H", "H", "H", "H", "H", "H"], "xyz": [[-2.94309, 2.20345, 0.16409], [-0.43573, 2.49380, 0.38088], [4.08050, -1.71043, 2.10571], [0.95272, 0.36608, 0.16037], [-2.88892, 2.19584, -7.47893], [-1.42164, 0.42525, -0.92069], [-2.94335, 1.55096, -5.33383], [-1.35659, 1.96911, 3.31374], [2.22284, -1.28889, 3.28541], [-0.08147, -0.99005, 5.09208], [-2.62558, 2.43873, -6.30197], [-0.46911, -0.36043, 3.74396], [-3.46888, 2.55582, -3.17921], [4.97186, -2.59805, 1.40616], [-0.54496, -1.94341, 0.14300], [1.06866, 1.61215, 2.55922], [-2.52879, 1.65915, -3.95972], [2.25216, -3.35343, 2.11187], [-2.03435, -2.42913, -0.44322], [-3.19915, -2.69348, -1.22525], [4.64014, -2.64478, -0.07193], [-0.08951, 1.24550, 3.66463], [-2.03227, 3.75997, -5.91047], [2.85829, -2.05824, 2.56578], [0.50448, 1.52605, 0.98539], [-0.32672, -0.32618, -0.21411], [-1.56610, 1.68083, -0.14164], [0.96419, -1.14593, 5.06316], [0.23991, 1.64988, 4.73718], [-2.57358, 0.64513, -3.54335], [-3.18070, 2.59241, -2.12471], [-1.31876, 4.06278, -6.68398], [1.59763, -3.16317, 1.25794], [3.63301, -3.03293, -0.24695], [1.50890, 2.69149, 2.79365], [4.98504, -3.58836, 1.86960], [5.98047, -2.18563, 1.53356], [5.35269, -3.27861, -0.60754], [-2.82902, 4.50443, -5.84147], [-4.02322, -2.69165, -2.08934], [-1.48418, 1.97416, -3.88736], [-0.50945, -1.96177, 5.10218], [1.96705, 0.83641, 2.65873], [0.19488, -0.91379, 2.94060], [4.66930, -1.63841, -0.50263], [-3.47173, 3.57620, -3.57217], [1.66218, -3.76807, 2.93594], [-4.49749, 2.18728, -3.25175], [-1.62303, -0.45926, 3.56279], [2.98358, -4.11544, 1.84958], [0.30783, -2.52842, -0.41627], [-1.17607, 2.91177, 3.65111], [-1.47388, 3.73407, -4.97668], [-0.48097, -2.18075, 1.28684]], "lumo_ev": 0.04, "homo_energy_ev": -9.26, "smiles": "C#CCB1OB(F)OB(C[C@@H](O)CN)O1.CCOC(C)=O.CCOC(C)=O"}

Record 4
{"formula": "C14H27BInO12", "method": "the ωB97M-V functional and the def2-TZVPD basis", "symbols": ["In", "O", "O", "O", "O", "O", "O", "O", "O", "O", "O", "O", "O", "C", "C", "C", "C", "C", "C", "C", "C", "C", "C", "C", "C", "C", "C", "B", "H", "H", "H", "H", "H", "H", "H", "H", "H", "H", "H", "H", "H", "H", "H", "H", "H", "H", "H", "H", "H", "H", "H", "H", "H", "H", "H"], "xyz": [[2.86775, -3.80767, 0.18623], [0.37595, 4.98143, 2.67299], [-1.42680, 5.42045, 4.01141], [-0.15981, -1.38294, -4.14567], [-4.15694, 4.44362, -0.13773], [-0.52974, 3.31964, 3.89465], [-2.41348, 3.12520, -0.81312], [2.92994, -0.66808, 1.82436], [-2.80579, 3.51405, 1.40649], [1.12509, 0.43557, 0.38347], [1.63821, -5.29006, -0.64053], [2.01877, -1.25914, -3.45830], [1.46763, -0.56507, -5.52925], [-0.59958, 4.64275, 3.56581], [-2.52032, -2.73642, -0.41136], [-3.06798, 3.64797, 0.07345], [0.40089, 2.72454, 3.01041], [-4.75892, 4.66015, 1.12468], [-1.91419, -3.94177, 0.57239], [3.22917, -1.02658, -4.15387], [-3.63438, 4.43971, 2.08375], [1.00606, -1.09487, -4.35881], [-0.24219, -3.91038, 0.56879], [2.40517, -1.73074, -0.66827], [0.21819, -4.90434, -0.65431], [2.80636, -0.16766, -5.30125], [1.25389, 3.87498, 2.58395], [2.15079, -0.63625, 0.57078], [-5.57026, 3.93695, 1.25809], [2.10060, 4.04045, 3.25833], [0.43621, 0.36333, 1.12548], [-5.16969, 5.67141, 1.18993], [-3.97573, 4.02903, 3.03794], [-3.50549, -2.24672, 0.04651], [0.97616, 1.94604, 3.51900], [-2.83020, -3.14307, -1.48015], [-0.39773, -5.91582, -0.50279], [3.28666, -1.31337, -1.35323], [0.03886, -2.77788, 0.41464], [1.62939, 3.75921, 1.56354], [2.82136, 0.89883, -5.05294], [-0.11217, -4.50905, -1.72394], [0.09319, -4.34702, 1.60332], [-0.14391, 2.27513, 2.17343], [1.39209, -1.73973, -1.29718], [3.41749, -0.33367, -6.19266], [-1.71499, -1.89111, -0.52874], [3.95807, -0.52944, -3.50797], [-3.06189, 5.35369, 2.27401], [2.39675, -1.13288, 2.55714], [-2.33084, -5.00558, 0.29129], [2.54853, -3.73635, 1.98604], [3.63970, -1.98791, -4.48005], [-2.21664, -3.61863, 1.66895], [4.63073, -4.15394, -0.10915]], "charge": -1, "lumo_ev": 2.18, "homo_energy_ev": -4.73}

Record 5
{"formula": "C14H27BrMnN2OP2", "method": "the ωB97M-V functional and the def2-TZVPD basis", "symbols": ["Br", "Mn", "P", "P", "O", "N", "N", "C", "C", "C", "C", "C", "C", "C", "C", "C", "C", "C", "C", "C", "C", "H", "H", "H", "H", "H", "H", "H", "H", "H", "H", "H", "H", "H", "H", "H", "H", "H", "H", "H", "H", "H", "H", "H", "H", "H", "H", "H"], "xyz": [[1.51145, 2.05712, 1.42578], [-0.01857, 0.28654, 0.36018], [1.85521, -0.72695, -0.89875], [-1.04596, -1.68462, -0.61684], [-1.26799, 1.44750, -0.12537], [-2.38597, 3.36209, -0.72226], [0.47991, -0.31730, 2.11257], [0.12989, -1.38540, 2.87636], [-1.57356, -1.29985, -2.28876], [-2.20972, 3.20999, -2.17920], [-3.20653, 4.54619, -0.31178], [0.52132, -1.47226, 4.19328], [1.95794, 0.30898, -2.37213], [1.28000, -0.44327, 4.75320], [1.63819, 0.67155, 3.98418], [-2.48092, -2.11272, 0.39220], [1.20404, 0.66533, 2.68994], [0.19280, -3.00038, -0.66142], [3.39078, -0.63899, 0.02089], [1.48640, -2.48177, -1.28717], [-1.93675, 2.56362, 0.16482], [1.59192, -0.49919, 5.79079], [-2.52150, -1.57511, 1.33972], [2.21527, 1.49198, 4.39259], [2.35119, -0.30211, -3.19217], [-2.07704, -2.19662, -2.67155], [3.68464, 0.38856, 0.22490], [2.34511, -3.05934, -0.93401], [-3.19640, 3.08336, -2.62303], [3.34677, -1.22756, 0.93778], [-2.44629, -3.18708, 0.60027], [-2.28911, -0.47774, -2.28500], [-0.46326, -2.15707, 2.40619], [1.47836, -2.56336, -2.37782], [-4.21048, 4.40058, -0.70571], [-0.22229, -3.83612, -1.23666], [0.99500, 0.71678, -2.68172], [0.23563, -2.33510, 4.78144], [2.65100, 1.13024, -2.17951], [-2.74561, 5.42874, -0.74963], [-3.22216, 4.61970, 0.77173], [0.35513, -3.37256, 0.35258], [-0.73927, -1.06642, -2.95031], [4.14565, -1.08894, -0.64045], [-1.76044, 4.12895, -2.55149], [-2.13192, 2.76275, 1.21473], [-1.57713, 2.35605, -2.39466], [-3.38827, -1.88888, -0.17217]], "charge": 4, "lumo_ev": [-16.74, -15.03], "s_squared": 1.0927, "spin_multiplicity": 2, "homo_energy_ev": [-22.85, -22.83]}

Record 6
{"formula": "C14H27F3NO2", "method": "the ωB97M-V functional and the def2-TZVPD basis", "symbols": ["F", "F", "F", "O", "O", "N", "C", "C", "C", "C", "C", "C", "C", "C", "C", "C", "C", "C", "C", "C", "H", "H", "H", "H", "H", "H", "H", "H", "H", "H", "H", "H", "H", "H", "H", "H", "H", "H", "H", "H", "H", "H", "H", "H", "H", "H", "H"], "xyz": [[0.64201, 2.51181, 1.17074], [2.04455, 2.71755, 2.80678], [2.17302, 1.01586, 1.48831], [0.17080, -0.13093, 2.83108], [-0.24555, 1.85426, 3.83018], [-1.10079, 0.35392, -2.17896], [-0.13531, 1.25157, -2.90850], [1.34087, 1.84138, 2.11336], [-0.49463, 0.62509, 5.92769], [-0.98847, -1.08778, -2.58498], [0.35492, 1.04094, 2.99088], [2.15780, 0.05971, -2.62114], [-1.19728, 1.25467, 4.74750], [-1.07720, 0.54648, -0.69470], [-1.95466, -1.99171, -1.83669], [2.39043, -0.83640, -1.39120], [1.28084, 1.30349, -2.37077], [2.30065, -2.33465, -1.67739], [-2.17940, -0.27137, -0.05813], [-1.92448, -1.74744, -0.33561], [-1.17872, 1.61082, -0.49768], [-2.03407, 0.64890, -2.46833], [0.13186, 1.35901, 6.43370], [-0.10622, 0.23159, -0.32633], [-2.97122, -1.88884, -2.21689], [1.69493, -0.57372, -0.59537], [-2.65158, -2.37826, 0.16777], [-0.57669, 2.24628, -2.88808], [-1.82963, 2.08200, 5.05803], [1.29578, 1.56538, -1.31450], [3.11882, 0.40121, -2.99620], [-1.19061, -1.11974, -3.65320], [1.73145, 2.15356, -2.88170], [0.03580, -1.40710, -2.42503], [2.68270, -2.57744, -2.66708], [-0.93940, -2.01586, 0.05398], [3.37942, -0.62306, -0.99101], [-2.23372, -0.04538, 1.00234], [-0.11585, 0.92730, -3.94736], [-1.80505, 0.53299, 4.20340], [2.88044, -2.89965, -0.95191], [-1.23356, 0.25318, 6.63577], [0.13233, -0.20960, 5.61694], [1.72593, -0.52916, -3.43301], [-1.64467, -3.01569, -2.04159], [-3.13507, 0.00454, -0.51514], [1.27844, -2.70970, -1.60994]], "charge": 1, "lumo_ev": -2.62, "homo_energy_ev": -14.00}